ORCA calculation (the ωB97M-V functional and the def2-TZVPD basis) on C25H40AlBrCl6N5O9P as an isolated structure.

Geometry as XYZ:
```
88
Properties=species:S:1:pos:R:3:lowdin_charge:R:1
C 2.87 4.60 0.13 -0.152
O 1.66 3.97 0.72 -0.266
C 0.44 4.72 0.28 -0.115
C -0.94 3.85 0.64 -0.436
O -2.17 4.64 0.58 -0.244
C -2.52 5.04 -0.79 -0.333
O -0.77 3.46 2.08 -0.155
C -1.60 2.28 2.40 -0.162
C -0.58 1.07 2.96 -0.175
N 0.09 0.51 1.71 -0.088
C 1.47 -0.08 2.04 -0.176
C 1.75 -1.24 0.88 -0.283
C 3.31 -1.30 0.38 -0.224
O 0.95 -0.81 -0.32 -0.130
H 2.84 4.62 -1.06 0.097
H 3.87 4.05 0.48 0.088
H 2.98 5.71 0.55 0.094
H 0.39 5.79 0.80 0.142
H 0.54 4.88 -0.89 0.124
H -0.92 2.91 -0.07 -0.036
H -3.02 4.18 -1.44 -0.188
H -3.36 5.88 -0.69 0.106
H -1.65 5.50 -1.42 0.092
H -2.42 2.47 3.21 0.103
H -2.09 1.83 1.42 0.075
H -1.26 0.23 3.45 0.119
H 0.18 1.46 3.76 0.112
H 0.30 1.31 1.06 0.102
H 1.50 -0.52 3.13 0.116
H 2.29 0.77 1.94 0.094
H 1.30 -2.30 1.19 0.124
H 4.00 -0.47 0.83 0.029
H 3.71 -2.38 0.65 -0.184
H 3.31 -1.23 -0.80 0.071
H 0.15 -1.43 -0.43 0.098
N 0.24 -3.99 -0.44 0.074
C -0.40 -5.17 -0.30 -0.137
C -0.28 -6.22 -1.20 -0.070
C 0.53 -6.04 -2.31 -0.075
C 1.19 -4.83 -2.49 -0.070
C 1.02 -3.84 -1.53 -0.161
H -1.02 -5.26 0.59 0.105
H -0.81 -7.15 -1.03 0.102
H 0.64 -6.84 -3.04 0.105
H 1.83 -4.66 -3.35 0.105
H 1.52 -2.88 -1.62 0.080
Al 4.54 -2.91 -0.50 0.659
C -4.66 1.82 -4.10 -0.092
C -3.48 2.78 -4.06 -0.259
N -2.50 3.58 -4.02 0.046
H -4.43 0.98 -4.76 0.046
H -4.87 1.44 -3.10 0.058
H -5.54 2.34 -4.48 0.045
C 1.18 -5.08 3.27 -0.065
C 2.35 -4.12 3.31 -0.188
N 3.33 -3.33 3.35 0.102
H 1.41 -5.93 2.61 0.074
H 0.97 -5.46 4.28 0.079
H 0.29 -4.57 2.89 0.067
Br -2.58 2.69 -0.98 0.552
C 6.35 -0.01 2.78 -0.965
Cl 6.59 -0.34 1.06 0.473
Cl 4.64 0.26 3.15 0.588
H 6.71 -0.86 3.36 0.035
H 6.92 0.89 3.05 0.032
N -3.12 -2.87 2.82 0.027
C -4.45 -2.84 2.59 -0.175
C -5.04 -2.05 1.62 -0.071
C -4.22 -1.25 0.83 -0.043
C -2.84 -1.26 1.05 -0.063
C -2.34 -2.08 2.05 -0.182
H -5.04 -3.48 3.23 0.087
H -6.11 -2.06 1.47 0.099
H -4.64 -0.61 0.06 0.113
H -2.18 -0.65 0.46 0.083
H -1.28 -2.13 2.25 0.077
C 8.83 1.52 -1.78 -2.010
Cl 10.38 1.57 -2.66 0.503
Cl 9.13 1.77 -0.04 0.487
Cl 7.76 2.82 -2.38 0.522
Cl 8.04 -0.06 -2.03 0.474
O -4.76 2.34 3.28 -0.570
H -4.34 3.15 3.52 -0.220
O -7.51 0.44 -7.76 -0.215
P -6.41 1.37 -7.22 -0.078
O -5.27 0.54 -6.62 -0.221
O -7.00 2.29 -6.14 -0.209
O -5.86 2.23 -8.38 -0.199
```

Properties
total charge = -2
highest occupied orbital energy = -0.648 eV
orbital gap = 1.5 eV
maximum force = 9.97 eV/A
2S+1 = 1